Molecular formula: C32H45BiFN3O5SSi
Method: DFT, wB97M-V/def2-TZVPD

Properties
Relative energy (zero: lowest compared OMol25 entry of this formula, charge and spin)   12.7 kcal/mol
E_LUMO   -0.51 eV
Orbital gap   7.54 eV

Structure (ORCA input):
```
! RIJCOSX wB97M-V def2-TZVPD def2/J DEFGRID3
* xyz 0 1
Bi 0.261 -1.152 -0.072
C 2.980 -4.479 -0.537
C 3.040 -3.017 -0.894
C 3.563 -2.074 -0.010
C 3.664 -0.735 -0.375
C 3.232 -0.318 -1.627
C 2.692 -1.247 -2.511
C 2.596 -2.582 -2.144
H 3.717 -5.039 -1.115
H 2.001 -4.901 -0.767
H 3.188 -4.640 0.520
H 3.895 -2.388 0.972
H 4.065 -0.020 0.332
H 3.297 0.726 -1.906
H 2.305 -0.926 -3.469
H 2.156 -3.296 -2.830
O 0.317 -0.204 -4.988
C -0.930 -0.672 -5.282
C -1.531 -0.371 -6.499
C -2.782 -0.878 -6.810
C -3.441 -1.704 -5.911
C -2.838 -2.006 -4.702
C -1.590 -1.491 -4.361
C -1.029 -1.770 -3.009
O -0.373 -0.864 -2.428
N -1.279 -2.989 -2.537
N -0.756 -3.131 -1.303
C -0.918 -4.237 -0.690
C -0.339 -4.401 0.648
C -0.469 -5.604 1.331
C 0.118 -5.743 2.575
C 0.817 -4.676 3.114
C 0.891 -3.504 2.384
N 0.333 -3.368 1.182
H 0.633 0.310 -5.738
H -1.008 0.264 -7.206
H -3.237 -0.627 -7.759
H -4.417 -2.106 -6.149
H -3.330 -2.646 -3.983
H -1.482 -5.052 -1.138
H -1.026 -6.412 0.878
H 0.028 -6.674 3.120
H 1.291 -4.739 4.083
H 1.400 -2.631 2.773
C -2.499 1.445 -0.939
C -1.185 2.186 -0.755
C -0.418 2.319 -2.062
C -1.436 3.571 -0.164
O -0.344 1.385 0.137
Si -0.124 1.577 1.787
S 1.019 -0.079 2.319
O -1.624 1.656 2.413
C -2.086 1.988 3.730
C -1.091 1.527 4.788
C -3.412 1.261 3.892
C -2.280 3.498 3.799
O 0.587 3.008 2.146
C 1.923 3.500 1.973
C 2.773 3.011 3.140
C 1.813 5.018 1.996
C 2.508 3.034 0.644
H -3.172 2.042 -1.557
H -2.964 1.266 0.031
H -2.339 0.486 -1.428
H -1.038 2.845 -2.792
H -0.165 1.341 -2.470
H 0.494 2.899 -1.909
H -2.011 4.155 -0.885
H -0.498 4.089 0.031
H -2.001 3.511 0.766
H -0.916 0.454 4.705
H -1.480 1.749 5.783
H -0.133 2.040 4.670
H -3.258 0.185 3.803
H -4.106 1.573 3.111
H -3.853 1.481 4.865
H -1.334 4.007 3.609
H -2.650 3.788 4.784
H -3.005 3.820 3.049
H 2.336 3.343 4.083
H 3.786 3.411 3.066
H 2.821 1.922 3.142
H 1.347 5.342 2.927
H 1.201 5.368 1.164
H 2.801 5.475 1.919
H 2.575 1.945 0.617
H 3.508 3.451 0.510
H 1.881 3.363 -0.186
F -1.657 -1.241 0.581
*
```

Here are the Löwdin charges for atoms 1 to 4, given in e: number 1, Bi, carries 1.7742; number 2, C, carries -0.0436; number 3, C, carries -0.3117; number 4, C, carries -0.0904

***

Molecular formula: C4H10IN
Method: DFT, wB97M-V/def2-TZVPD

Properties
Relative energy (zero: lowest compared OMol25 entry of this formula, charge and spin)   9.5 kcal/mol
E_LUMO   -0.15 eV
Orbital gap   8.78 eV

Structure (ORCA input):
```
! RIJCOSX wB97M-V def2-TZVPD def2/J DEFGRID3
* xyz 0 1
C 1.118 -1.230 -1.521
C 0.893 -0.085 -0.582
C 0.823 -0.280 0.741
C 0.744 0.771 1.786
H 1.817 -2.031 -1.143
H 0.184 -1.713 -1.785
H 1.469 -0.830 -2.430
H 0.551 0.889 -0.972
H 1.059 -1.385 1.060
H 0.865 1.735 1.383
H -0.305 0.668 2.199
H 1.420 0.701 2.577
N -2.428 0.925 -0.046
I -4.181 -0.204 -0.104
H -1.520 0.395 -0.286
H -2.510 1.675 -0.877
*
```

Here are the Löwdin charges for atoms 1 to 4, given in e: number 1, C, carries -0.1170; number 2, C, carries -0.2176; number 3, C, carries -0.2061; number 4, C, carries -0.1097